C42H42B2Br2ClF6N2O24P | wB97M-V/def2-TZVPD

```
122
Properties=species:S:1:pos:R:3:forces:R:3
C -2.373 3.518 -7.527 0.84 -0.62 9.85
C -2.173 3.438 -6.130 -2.45 1.09 -7.43
C -2.227 3.628 -4.480 0.52 0.45 1.09
C -1.171 4.779 -3.885 -2.93 -3.53 3.12
B -0.222 5.658 -4.901 1.11 1.59 -1.36
O 0.838 5.138 -5.787 -3.00 2.40 0.80
O -0.456 7.139 -4.909 -0.72 -2.94 -0.90
C -1.674 7.475 -5.666 -0.95 0.96 -0.87
C -3.046 7.525 -4.759 -0.65 -0.44 0.15
C -1.154 4.969 -2.257 -2.87 -2.29 -2.21
B -0.108 6.127 -1.640 -0.21 1.57 1.00
N 1.389 5.888 -1.800 -2.55 -1.15 0.44
O -0.630 7.375 -0.990 -0.77 -3.35 -2.12
C -2.161 4.078 -1.263 -0.16 0.01 -1.71
C -1.972 4.422 0.362 2.86 -2.76 1.93
Br -3.028 5.873 1.269 0.89 -1.48 -1.55
C -1.002 3.665 1.245 -2.33 1.48 -3.58
C -0.122 2.409 0.594 -1.47 0.54 0.11
Br -0.783 4.181 3.197 -0.17 -0.80 -2.47
C -3.247 2.961 -1.832 2.50 2.10 -2.11
C -3.249 2.748 -3.491 1.18 1.33 1.00
C -4.319 1.655 -4.102 -2.12 -0.92 -4.69
O -4.695 1.587 -5.405 2.77 0.76 7.87
C -5.060 0.542 -3.113 -0.81 -1.59 1.49
C -5.822 -0.754 -3.833 -0.33 -0.13 3.65
C -6.601 -1.922 -2.927 2.38 3.74 2.34
C -7.420 -3.195 -3.552 0.26 0.35 1.44
Cl -8.463 -2.555 -4.991 1.01 -0.69 1.18
C -6.506 -4.486 -3.972 -0.38 -0.09 0.16
C -5.160 -4.590 -3.035 -0.34 -0.29 -1.11
C -6.503 -1.714 -1.287 1.26 2.10 -3.07
C -5.736 -0.413 -0.569 -1.45 -1.15 -4.07
P -5.755 -0.391 1.340 -0.13 1.19 1.41
N -7.153 0.676 1.772 0.42 -1.88 -0.02
O -6.221 -1.967 1.931 -0.87 1.38 0.12
C -5.020 0.764 -1.456 -1.28 -2.79 -1.84
C -4.284 2.123 -0.820 -1.46 1.11 3.74
O -4.564 2.544 0.415 1.96 -2.63 -7.63
H -2.680 3.482 -8.656 1.01 0.00 2.89
H 0.931 5.815 -6.546 0.02 -1.37 1.92
H -1.762 6.744 -6.600 -0.12 1.42 2.01
H -1.544 8.564 -6.133 0.07 -2.40 1.16
H -3.661 8.505 -4.975 1.31 -1.97 0.28
H -3.761 6.598 -4.978 1.63 1.98 0.44
H -2.835 7.515 -3.600 -0.10 0.00 -2.39
H 1.460 5.065 -2.448 0.26 0.88 0.99
H 1.819 5.605 -0.891 -0.23 0.64 -1.05
H -1.643 7.415 -1.116 2.39 -0.29 0.45
H 0.375 2.827 -0.379 -0.71 -0.84 1.96
H -0.943 1.616 0.248 1.97 1.59 0.89
H 0.625 1.922 1.355 -1.60 1.19 -1.62
H -5.864 -0.920 -5.000 0.29 0.81 2.69
H -8.206 -3.542 -2.736 1.68 0.92 -1.74
H -7.171 -5.457 -3.769 1.43 2.19 -0.61
H -6.287 -4.418 -5.121 -0.21 -0.16 2.28
H -5.525 -4.604 -1.920 1.10 0.02 -2.12
H -4.625 -5.608 -3.351 -1.14 2.24 0.98
H -4.419 -3.694 -3.271 -1.67 -1.91 0.75
H -7.020 -2.543 -0.626 1.27 2.04 -1.23
H -6.951 1.228 2.634 -0.20 -0.88 -1.04
H -8.034 0.107 1.863 1.06 1.05 -0.08
H -6.623 -1.904 2.861 0.94 0.19 -2.08
O 0.490 -0.764 1.376 1.33 0.09 2.57
C 1.069 -0.745 2.449 -1.66 0.06 -2.68
O 1.273 0.386 3.191 -0.18 -0.79 -0.81
C 1.855 -0.035 4.409 0.23 1.00 0.92
C 2.469 -1.341 4.040 0.34 -0.62 0.40
F 2.460 -2.192 5.090 0.16 -0.27 0.17
O 1.600 -1.847 3.052 -0.06 0.88 -0.42
H 1.073 -0.134 5.169 0.13 -0.24 -0.06
H 2.595 0.689 4.760 -0.14 -0.04 -0.24
H 3.483 -1.262 3.633 -0.07 -0.08 0.15
O 5.873 -0.218 3.655 0.80 -2.27 1.02
C 6.325 -1.241 4.140 -1.24 2.27 -0.77
O 6.052 -1.675 5.409 0.12 0.84 -1.29
C 6.653 -2.948 5.534 -0.19 -0.68 1.37
C 7.723 -2.904 4.496 0.37 -0.69 -0.17
F 7.943 -4.132 3.977 0.27 -0.11 -0.34
O 7.170 -2.088 3.488 -0.32 0.72 0.60
H 5.905 -3.724 5.338 0.26 -0.01 -0.13
H 7.056 -3.095 6.540 -0.23 0.22 -0.28
H 8.667 -2.471 4.843 0.00 -0.18 -0.14
O -5.150 -5.204 -8.996 -0.79 2.86 0.08
C -5.496 -4.035 -8.958 1.23 -3.08 -0.10
O -4.807 -3.053 -8.301 -0.47 -0.91 -0.34
C -5.457 -1.836 -8.609 0.59 1.05 0.51
C -6.830 -2.285 -8.972 -0.62 0.34 -0.44
F -7.374 -1.470 -9.903 -0.28 0.12 -0.08
O -6.619 -3.550 -9.558 0.55 -0.15 0.71
H -4.937 -1.346 -9.439 -0.28 -0.05 -0.04
H -5.454 -1.161 -7.748 0.11 -0.21 -0.05
H -7.511 -2.384 -8.119 -0.06 0.08 -0.16
O 8.034 -5.138 6.596 1.03 -2.34 -0.86
C 8.483 -6.161 6.106 -0.71 2.05 1.26
O 9.762 -6.605 6.297 -1.24 0.83 -0.06
C 9.840 -7.874 5.678 1.23 -0.57 -0.03
C 8.739 -7.812 4.675 -0.34 -0.81 -0.43
F 8.199 -9.036 4.477 -0.11 -0.04 -0.21
O 7.773 -6.995 5.296 0.66 0.85 0.43
H 9.686 -8.655 6.430 -0.18 0.02 -0.26
H 10.819 -8.023 5.213 -0.30 0.20 0.21
H 9.031 -7.373 3.715 -0.15 -0.15 0.02
O -4.566 12.480 3.814 1.10 -2.55 -1.16
C -4.117 11.457 3.324 -1.00 2.81 1.64
O -2.838 11.012 3.515 -0.94 0.54 -0.15
C -2.760 9.744 2.895 1.18 -0.59 0.17
C -3.861 9.805 1.893 -0.44 -0.53 -0.32
F -4.401 8.582 1.694 -0.19 -0.13 -0.24
O -4.827 10.622 2.514 0.70 0.49 0.14
H -2.914 8.963 3.647 -0.18 -0.02 -0.23
H -1.781 9.594 2.431 -0.12 0.17 0.14
H -3.569 10.244 0.932 -0.13 -0.17 0.00
O 11.590 -10.238 5.088 1.33 0.06 2.52
C 12.169 -10.219 6.161 -1.50 -0.10 -2.59
O 12.373 -9.087 6.903 -0.15 -0.75 -0.80
C 12.955 -9.508 8.120 0.20 0.97 0.95
C 13.569 -10.815 7.751 0.24 -0.75 0.54
F 13.560 -11.666 8.802 0.18 -0.14 0.04
O 12.700 -11.320 6.763 -0.05 0.96 -0.46
H 12.173 -9.607 8.881 0.16 -0.24 -0.06
H 13.695 -8.784 8.471 -0.18 -0.01 -0.22
H 14.583 -10.735 7.344 -0.06 -0.16 0.12
```
Forces are in eV/Å.

- E_tot: -275886.55648 eV
- SMILES string: C#Cc1c(B(O)OCC)c(B(N)O)c(/C(Br)=C(\C)Br)c2c1C(=O)c1cc([C@@H](Cl)CC)cc(P(N)O)c1C2=O.O=C1OC[C@@H](F)O1.O=C1OC[C@@H](F)O1.O=C1OC[C@@H](F)O1.O=C1OC[C@@H](F)O1.O=C1OC[C@@H](F)O1.O=C1OC[C@@H](F)O1
- E_LUMO: -2.146 eV
- 2S+1: 1
- Total charge: 0

These are the Löwdin partial charges, in e, on atoms 1 to 99: C 0.0908; C -0.0418; C -0.0144; C 0.0575; B -0.4571; O 0.0690; O -0.0699; C -0.2239; C -0.0897; C 0.0565; B -0.4452; N 0.1275; O 0.0080; C -0.0377; C -0.5948; Br 0.6433; C -0.5948; C -0.0979; Br 0.5562; C 0.0539; C 0.0325; C -0.1863; O -0.0679; C -0.0031; C 0.0648; C -0.1561; C -0.6068; Cl 0.4911; C -0.2614; C -0.1337; C 0.0085; C -0.2500; P 0.8529; N -0.2174; O -0.4023; C -0.0192; C -0.1770; O -0.0486; H 0.0611; H 0.1399; H 0.1284; H 0.1365; H 0.0817; H 0.0907; H 0.0810; H 0.0744; H 0.0905; H 0.0929; H 0.0830; H 0.1057; H 0.0673; H 0.0889; H 0.1193; H 0.1263; H 0.1031; H 0.0831; H 0.0937; H 0.0911; H 0.0950; H 0.0304; H 0.0360; H 0.0710; O 0.1389; C -0.4963; O 0.0501; C -0.0647; C -0.3265; F 0.0802; O 0.1482; H 0.1506; H 0.1496; H 0.1604; O 0.1301; C -0.5084; O 0.0717; C -0.0903; C -0.3271; F 0.0793; O 0.1465; H 0.1545; H 0.1300; H 0.1821; O 0.1434; C -0.5033; O 0.0705; C -0.0739; C -0.3327; F 0.0806; O 0.1424; H 0.1501; H 0.1382; H 0.1572; O 0.1246; C -0.4843; O 0.0863; C -0.0888; C -0.3173; F 0.0881; O 0.1464


C42H42FI2N3O3PSSc | wB97M-V/def2-TZVPD

```
96
Properties=species:S:1:pos:R:3:forces:R:3
Sc 0.198 -0.493 -0.607 -2.71 -1.36 -0.59
C 4.731 0.753 5.393 -0.11 -0.13 -0.08
C 3.688 -0.365 5.416 0.30 0.12 0.37
C 2.903 -0.421 6.722 -0.13 0.04 -0.07
C 2.011 0.805 6.880 0.11 -0.03 -0.03
C 1.224 1.087 5.628 -0.15 0.13 0.26
C 0.059 1.828 5.695 0.26 -0.11 0.00
C -0.639 2.135 4.536 -0.01 -0.06 -0.21
F -1.781 2.837 4.643 0.02 0.10 0.02
C -0.209 1.731 3.303 -0.04 0.06 0.06
C 0.936 0.933 3.216 -0.01 0.06 0.29
C 1.331 0.403 1.924 0.18 0.02 -0.17
O 0.717 0.748 0.882 0.51 0.95 1.47
C 2.438 -0.498 1.931 -0.25 -0.01 -0.32
C 3.110 -0.733 3.092 0.01 0.07 0.17
N 2.775 -0.202 4.279 0.05 -0.21 -0.25
C 1.656 0.610 4.381 -0.20 0.09 -0.26
C 2.879 -1.226 0.690 0.34 -0.13 0.11
O 4.012 -1.683 0.611 -0.02 0.00 0.09
O 1.988 -1.343 -0.234 0.95 -0.48 0.31
H 5.409 0.661 6.242 -0.01 0.00 0.02
H 4.254 1.733 5.424 0.03 0.02 0.01
H 5.316 0.686 4.476 0.03 0.08 0.01
H 4.203 -1.317 5.280 -0.10 -0.02 -0.09
H 3.608 -0.474 7.552 0.02 -0.07 -0.01
H 2.297 -1.329 6.743 -0.01 0.00 -0.04
H 2.626 1.680 7.113 -0.02 0.00 0.02
H 1.328 0.672 7.719 0.01 0.01 0.00
H -0.308 2.174 6.652 -0.04 0.02 -0.01
H -0.734 2.010 2.401 -0.08 -0.08 -0.02
H 3.970 -1.390 3.081 0.04 0.04 -0.02
I 0.643 4.019 -0.262 0.27 -0.25 -0.11
C 2.262 3.465 -1.531 0.03 -0.47 -0.22
I 2.461 1.377 -2.158 -0.02 1.01 0.25
H 3.182 3.708 -1.018 -0.01 -0.02 0.02
H 2.163 4.031 -2.449 -0.06 -0.02 0.00
S 0.298 -1.618 -3.138 -0.13 0.09 -0.11
C 1.784 -2.350 -3.486 0.07 0.15 0.19
N 2.765 -2.415 -2.548 0.04 -0.22 -0.33
C 3.979 -2.959 -2.772 0.12 -0.05 -0.01
C 4.292 -3.484 -3.988 0.04 -0.03 -0.08
C 3.309 -3.456 -4.997 -0.09 0.07 0.11
C 2.078 -2.913 -4.751 0.15 -0.05 -0.02
H 2.549 -2.050 -1.598 -0.01 0.04 0.00
H 4.656 -2.938 -1.929 -0.04 0.02 0.03
H 5.266 -3.912 -4.171 0.02 0.01 0.06
H 3.534 -3.863 -5.975 -0.02 -0.03 0.00
H 1.302 -2.882 -5.500 0.01 0.01 -0.02
C -0.340 -3.277 1.687 -0.27 0.01 -0.11
C -1.303 -2.892 0.540 -0.49 -0.18 0.21
C -0.989 -3.803 -0.667 -0.15 0.02 0.26
C -2.747 -3.200 0.999 0.27 -0.11 -0.04
N -1.174 -1.503 0.211 1.77 0.74 -0.84
H -0.423 -4.340 1.939 0.01 0.00 0.05
H -0.578 -2.680 2.571 0.05 0.01 0.03
H 0.689 -3.073 1.382 0.03 0.02 0.02
H -1.241 -4.848 -0.451 0.06 -0.03 -0.02
H 0.075 -3.745 -0.914 0.00 0.00 -0.05
H -1.565 -3.474 -1.532 0.02 -0.01 -0.03
H -2.832 -4.234 1.353 -0.12 0.02 0.02
H -3.437 -3.060 0.165 -0.03 0.00 -0.01
H -3.030 -2.513 1.798 0.00 -0.01 0.04
C -4.409 -1.964 -4.022 0.00 -0.02 -0.03
C -4.249 -1.922 -2.643 -0.08 0.02 -0.05
C -3.405 -0.988 -2.068 0.01 -0.04 -0.01
C -2.720 -0.071 -2.869 0.08 -0.12 -0.08
C -2.906 -0.099 -4.246 0.04 0.02 0.07
C -3.740 -1.050 -4.818 -0.04 0.02 -0.07
P -1.595 1.080 -1.972 -0.92 0.16 -0.36
C -1.202 2.343 -3.241 0.18 -0.04 0.12
C -1.526 3.693 -3.130 0.03 -0.10 -0.03
C -1.086 4.600 -4.083 -0.03 0.07 0.00
C -0.314 4.175 -5.154 0.00 0.03 -0.03
C 0.024 2.834 -5.268 0.03 -0.04 0.01
C -0.405 1.927 -4.312 -0.06 0.03 0.01
C -2.866 1.849 -0.905 0.23 0.09 0.08
C -3.969 2.518 -1.434 0.01 -0.03 0.11
C -4.914 3.067 -0.584 -0.02 0.06 -0.11
C -4.766 2.952 0.793 -0.02 -0.04 0.07
C -3.694 2.250 1.322 -0.03 0.03 0.04
C -2.750 1.688 0.473 0.13 0.11 -0.13
H -5.050 -2.709 -4.475 -0.02 0.01 0.01
H -4.790 -2.621 -2.017 0.06 -0.02 0.04
H -3.235 -0.986 -0.997 0.03 -0.03 0.01
H -2.399 0.611 -4.884 -0.02 0.00 -0.01
H -3.868 -1.072 -5.894 0.01 0.01 0.00
H -2.104 4.042 -2.287 -0.03 0.02 -0.01
H -1.350 5.646 -3.985 0.02 0.00 0.00
H 0.028 4.885 -5.895 -0.01 0.01 0.00
H 0.635 2.493 -6.094 0.00 0.00 0.00
H -0.121 0.883 -4.388 0.05 0.01 -0.01
H -4.083 2.598 -2.508 -0.05 0.01 0.00
H -5.771 3.586 -0.995 0.00 0.01 0.00
H -5.498 3.398 1.453 -0.02 -0.02 0.00
H -3.596 2.139 2.395 0.01 -0.03 0.00
H -1.928 1.093 0.856 -0.07 -0.03 0.07
```
Forces are in eV/Å.

- E_tot: -114596.18081 eV
- E_LUMO: -0.375 eV
- Relative energy (zero: lowest compared OMol25 entry of this formula, charge and spin): 77.6 kcal per mole
- 2S+1: 1
- Total charge: 0

Per-atom Löwdin charges, elementary charge units: Sc 0.2937; C -0.0198; C -0.3068; C -0.1308; C -0.1288; C -0.1271; C 0.0614; C -0.2467; F 0.0712; C 0.0876; C -0.0233; C -0.2585; O -0.1630; C -0.0109; C 0.0524; N 0.0186; C -0.0642; C -0.5720; O 0.0593; O -0.2089; H 0.0881; H 0.0865; H 0.0859; H 0.1475; H 0.1211; H 0.1283; H 0.1228; H 0.1228; H 0.1346; H 0.1057; H 0.1541; I 0.8447; C -1.0422; I 0.9302; H -0.0488; H -0.0464; S 0.6965; C -0.6950; N 0.0733; C -0.0565; C -0.0634; C -0.0535; C -0.0844; H 0.0756; H 0.1299; H 0.1034; H 0.1109; H 0.1053; C -0.0692; C -0.7674; C -0.0843; C -0.0746; N -0.1145; H 0.0722; H 0.0704; H 0.0559; H 0.0737; H 0.0538; H 0.0531; H 0.0693; H 0.0525; H 0.0695; C -0.0893; C -0.0747; C -0.1020; C -0.3680; C -0.0945; C -0.0876; P 1.0458; C -0.3799; C -0.1409; C -0.0862; C -0.0901; C -0.0833; C -0.1728; C -0.3642; C -0.0944; C -0.0781; C -0.0837; C -0.0701; C -0.1014; H 0.0992; H 0.1013; H 0.0768; H 0.0901; H 0.0995; H 0.0821; H 0.1041; H 0.1008; H 0.1059; H 0.0554; H 0.1142; H 0.1026; H 0.1015; H 0.0997; H 0.0611